180
Properties=species:S:1:pos:R:3:forces:R:3 method="wB97M-V/def2-TZVPD" total_energy_ev=-155149.80635 orbital_gap_ev=7.4 lumo_energy_ev=-1.626 smiles="C#Cc1c(CCC(N)=O)c([PH2]=O)c(C#C)c2c1C(=O)C(COCCC)=C(CCCCCOCC)C2=O.O=C1OCCO1.O=C1OCCO1.O=C1OCCO1.O=C1OCCO1.O=C1OCCO1.O=C1OCCO1.O=C1OCCO1.O=C1OCCO1.O=C1OCCO1.O=C1OCCO1.O=C1OCCO1" homo_ev=-9.05 max_force_ev_per_a=1.70
C 4.21453 3.42700 0.31288 0.2839 0.3314 0.2378
C 3.83647 2.30969 0.13551 -0.1718 0.3449 -0.0244
C 3.39108 0.98733 -0.11766 0.3379 0.7742 0.2015
C 4.33809 -0.01165 -0.13135 1.5615 -0.6324 0.2054
C 5.79725 0.31664 0.10520 -0.0615 0.0395 -0.0723
C 6.43931 -0.27717 1.37652 -0.1334 0.2988 -0.5423
C 7.96312 -0.23260 1.27968 -0.0351 0.0804 0.2778
N 8.61949 -0.89586 0.19390 -0.0854 -0.1660 0.4296
O 8.59756 0.33133 2.12952 0.0802 0.1600 0.0741
C 3.94411 -1.30609 -0.42612 -0.0555 -0.4762 0.4198
P 5.13315 -2.69062 -0.52047 0.8175 0.0286 -0.9099
O 6.33011 -2.33904 -1.33008 0.2990 0.1957 0.2509
C 2.59958 -1.57223 -0.65546 0.2855 -1.4469 0.2196
C 2.25398 -2.92823 -0.97606 -0.7327 0.5913 -0.5503
C 1.84354 -3.90295 -1.53074 0.1143 -0.4403 -0.0319
C 1.64910 -0.57456 -0.60992 -0.7279 -0.0060 -0.0437
C 2.06912 0.71394 -0.36379 -1.0335 0.4521 -0.0946
C 1.05540 1.80431 -0.39552 -0.5888 0.2594 -0.0722
O 1.26794 2.93010 0.00253 0.4489 0.0231 0.1601
C -0.29874 1.52144 -0.91322 -0.1048 0.2435 -0.0947
C -1.10760 2.75336 -1.21104 0.2683 -0.0426 -0.0105
O -0.49318 3.46416 -2.27451 -0.1199 -0.1219 0.2484
C -0.56114 2.80311 -3.53787 0.2469 0.8030 -0.8852
C 0.82360 2.59865 -4.17056 -0.0420 -0.4841 0.1810
C 1.18309 1.12142 -4.35771 0.4475 -0.0370 -0.0500
C -0.73598 0.27968 -1.09183 0.0791 -0.4845 -0.3848
C -2.12435 -0.05360 -1.54237 -0.4871 -0.2184 0.6915
C -3.12015 0.05414 -0.35973 0.5942 -0.3444 0.2460
C -2.98452 -1.03444 0.72853 -0.4317 0.6473 0.0320
C -2.21304 -0.58241 1.98626 -0.0819 -0.5573 -0.1351
C -1.12969 -1.54655 2.48294 -0.2443 0.3659 0.5091
O -1.46493 -2.88658 2.17978 0.2318 0.2365 -0.0879
C -0.37878 -3.77215 2.03178 -0.1162 -0.6130 -0.0413
C -0.48140 -4.98648 2.96122 0.4546 0.0697 -0.2949
C 0.19624 -0.86125 -0.83277 -0.3493 -0.0026 -0.1877
O -0.24192 -1.98696 -0.85706 0.0672 -0.1066 0.1080
H 4.53820 4.41030 0.52834 0.1068 0.2572 -0.0283
H 6.32020 0.00068 -0.79145 0.1687 -0.2572 -0.0417
H 5.91933 1.39304 0.16543 -0.0536 0.0676 -0.0232
H 6.11020 -1.29064 1.57927 0.0539 -0.2868 -0.0863
H 6.11656 0.31255 2.22638 0.1029 0.0540 0.2222
H 8.20770 -1.82344 0.12692 -0.0775 -0.0317 -0.3552
H 8.39338 -0.45693 -0.69110 0.0127 0.0454 -0.0649
H 5.42446 -3.08341 0.79740 -0.3361 -0.0317 0.0677
H 4.49277 -3.78904 -1.09902 -0.3417 0.1274 0.4218
H 1.48698 -4.76529 -2.02796 -0.0409 -0.3135 0.0623
H -1.08160 3.39059 -0.33062 -0.0107 0.2161 -0.0329
H -2.15041 2.52711 -1.42091 -0.0661 -0.0781 -0.1337
H -1.11792 3.46212 -4.20394 -0.3019 0.0183 0.0692
H -1.09651 1.85779 -3.51612 -0.1005 -0.1285 0.3563
H 0.85033 3.06035 -5.15262 -0.0495 0.2203 -0.0921
H 1.57739 3.10917 -3.57406 -0.0337 0.0593 0.2182
H 0.88885 0.77719 -5.34383 -0.2437 -0.1363 -0.1043
H 2.25838 0.95538 -4.29947 0.1117 0.0376 0.0293
H 0.72124 0.46774 -3.61933 -0.1022 0.0110 0.1383
H -2.45330 0.61420 -2.33289 0.0778 0.1233 -0.1190
H -2.17468 -1.07039 -1.91722 0.1552 -0.1253 -0.1284
H -2.95131 1.01733 0.12208 -0.2635 0.2248 -0.0291
H -4.13861 0.01784 -0.71378 -0.1922 0.1552 -0.3812
H -4.00867 -1.22243 1.03969 -0.0949 -0.2372 0.0754
H -2.62527 -1.97395 0.32482 0.2840 -0.0531 -0.0593
H -2.92015 -0.44718 2.80095 -0.1581 0.0667 0.0248
H -1.76856 0.39566 1.81823 0.2138 0.1225 0.0192
H -0.14949 -1.23894 2.10714 0.1031 -0.3441 -0.3049
H -1.08219 -1.44865 3.56945 0.2559 0.1049 0.1143
H -0.38509 -4.13336 1.00576 -0.0204 0.0595 -0.2809
H 0.59219 -3.29821 2.18330 -0.0474 0.3210 0.0390
H 0.20314 -4.89119 3.80001 -0.1931 0.0428 0.3286
H -0.15649 -5.85673 2.39468 0.0182 -0.2597 -0.0026
H -1.49475 -5.17073 3.30172 -0.1121 0.1322 0.0505
O -0.25584 0.53820 5.59505 -0.1553 0.0497 0.0267
C 0.16842 1.36741 4.86095 0.1983 -0.2362 0.1669
O 0.34695 1.20538 3.53141 -0.0757 0.1130 0.0332
C 0.67258 2.47574 2.96184 0.0070 0.0435 -0.0234
C 1.23336 3.22543 4.14731 0.2438 0.1631 0.0420
O 0.55450 2.61230 5.25127 0.0910 -0.0815 -0.3479
H 1.38466 2.35811 2.15679 0.0913 -0.1129 0.0374
H -0.23884 2.93701 2.57131 -0.0213 -0.0417 0.0117
H 2.30616 3.06987 4.26992 -0.0141 -0.0774 -0.0056
H 1.02892 4.29376 4.11406 -0.1349 -0.0209 0.1738
O -0.90065 4.82559 -6.48483 -0.0770 -0.0077 -0.0551
C -0.42854 5.67568 -5.79826 0.0476 -0.1595 -0.0412
O 0.87809 6.01529 -5.79075 -0.0754 0.0256 -0.0632
C 1.03094 7.20431 -5.00518 0.0894 0.1064 0.1180
C -0.18039 7.13568 -4.10611 -0.0369 0.2087 0.3309
O -1.12878 6.41341 -4.90802 0.2575 0.1142 -0.1291
H 1.96853 7.18218 -4.45682 0.0178 -0.1541 -0.0423
H 1.02346 8.07443 -5.66360 -0.0493 -0.0465 -0.0528
H 0.00630 6.56768 -3.20027 0.0222 -0.0554 -0.0239
H -0.56915 8.11479 -3.83857 -0.1525 -0.0468 -0.0776
O 3.38282 0.43134 5.19753 -0.1811 0.0828 0.0250
C 4.46880 0.09598 5.54184 0.0380 0.1526 -0.1797
O 5.40544 -0.40618 4.70074 0.0713 -0.0290 0.1539
C 6.65773 -0.43656 5.39879 0.1923 -0.0441 0.0141
C 6.21229 -0.48692 6.84584 0.1658 -0.0716 0.0738
O 4.95089 0.19034 6.80060 0.0149 -0.0774 -0.0827
H 7.24137 -1.30265 5.09887 -0.1258 -0.0390 -0.1165
H 7.21777 0.46870 5.16003 -0.0314 0.0085 -0.0111
H 6.05247 -1.50602 7.20138 -0.0375 -0.0054 -0.0400
H 6.89435 0.02301 7.52062 -0.1340 0.1283 0.0315
O -6.61109 -0.01474 -0.30545 0.2503 -0.2031 -0.2052
C -6.90142 0.15578 -1.44881 -0.1217 0.2267 0.1256
O -8.04940 0.74200 -1.84343 0.0932 -0.1873 -0.0615
C -7.94285 1.02749 -3.24336 -0.2482 0.2523 -0.2896
C -6.92837 0.01471 -3.70671 0.0857 -0.0293 -0.1037
O -6.13323 -0.18539 -2.52032 -0.2759 0.0361 0.1590
H -8.90426 0.91071 -3.73750 -0.0922 -0.0851 0.1980
H -7.59446 2.04886 -3.36005 0.0176 -0.0128 -0.0142
H -7.39099 -0.92681 -3.99744 0.0357 -0.0604 0.0903
H -6.31467 0.37999 -4.52715 0.1811 -0.0135 0.1480
O -2.04400 7.36397 7.50349 0.0044 0.0291 -0.0057
C -1.71647 6.22839 7.61735 -0.0168 0.0312 -0.0164
O -2.28876 5.19115 6.96151 0.0959 0.0059 0.1401
C -1.47507 4.02754 7.17514 -0.0716 -0.1647 -0.0436
C -0.76198 4.36345 8.46439 0.0564 -0.1351 0.0865
O -0.71148 5.79448 8.41926 -0.0611 -0.0604 -0.0546
H -2.09149 3.13528 7.25054 -0.1409 0.1015 -0.0452
H -0.79136 3.91556 6.33799 -0.0312 0.0553 0.0776
H -1.32486 4.05867 9.34847 -0.0357 0.0296 -0.0166
H 0.23896 3.94345 8.51847 0.0673 0.1697 -0.0222
O -3.26645 -1.53134 -6.74580 -0.1378 0.0483 0.0439
C -2.41741 -2.26476 -6.35503 -0.0490 0.0279 -0.1281
O -2.61518 -3.57389 -6.06411 0.0598 0.0279 0.0335
C -1.33376 -4.18232 -5.87015 0.1008 -0.2250 0.0037
C -0.47037 -2.99929 -5.49150 0.1838 -0.0644 -0.0552
O -1.13109 -1.91526 -6.15911 0.0839 -0.1164 0.0980
H -1.38511 -4.94076 -5.09285 -0.1737 0.0524 0.0111
H -1.02187 -4.64835 -6.80685 -0.0039 0.0463 -0.0020
H -0.47736 -2.81143 -4.42235 -0.0336 0.0757 0.1992
H 0.55862 -3.08997 -5.83230 -0.0690 0.1573 -0.1141
O -9.24344 -1.53174 -7.68827 -0.0866 0.1080 -0.0005
C -8.22468 -2.05075 -7.37270 -0.2359 0.0072 0.0018
O -7.39045 -2.68447 -8.22205 -0.0208 -0.0336 0.0933
C -6.17873 -2.97881 -7.52119 0.3072 0.0091 0.0384
C -6.63610 -2.99948 -6.07642 0.1295 -0.0670 0.0635
O -7.75391 -2.09683 -6.09779 0.2355 -0.1751 -0.1853
H -5.76694 -3.92799 -7.85416 -0.1404 -0.0236 -0.0860
H -5.45675 -2.18704 -7.71859 0.0058 -0.0060 0.0795
H -6.98686 -3.98429 -5.76120 -0.0422 0.0186 -0.0358
H -5.87198 -2.65495 -5.38296 -0.0988 0.1674 -0.0047
O 2.16211 8.94624 -1.04221 0.0260 0.0374 -0.0496
C 1.62869 8.02532 -0.51593 0.0018 -0.0063 -0.0117
O 0.88072 7.10127 -1.16806 0.0219 0.0449 0.1998
C 0.60011 6.02491 -0.25793 0.0520 -0.2433 0.0349
C 0.73839 6.70792 1.08599 -0.1344 -0.0789 0.0640
O 1.68186 7.75009 0.80714 -0.0333 -0.0688 -0.0542
H -0.39291 5.62089 -0.43747 0.0042 0.1193 -0.1660
H 1.33493 5.23313 -0.40870 -0.0611 0.0631 0.0086
H -0.19390 7.16201 1.42597 0.0009 0.0261 -0.0224
H 1.11643 6.04776 1.86229 0.1732 0.0883 -0.0001
O 3.76489 -5.71105 1.30011 0.0695 0.0921 -0.1098
C 3.31653 -6.59075 1.96366 -0.0271 0.1129 0.0358
O 2.57648 -7.61430 1.47584 0.0213 -0.0141 0.0614
C 2.40986 -8.57739 2.52284 -0.0555 -0.1493 0.0648
C 2.60171 -7.73918 3.76813 -0.1018 -0.1062 0.1550
O 3.47215 -6.69956 3.29919 -0.0476 -0.0803 -0.0981
H 1.42808 -9.04010 2.46505 -0.0455 0.1212 -0.1491
H 3.17480 -9.34885 2.41438 0.0330 0.0371 -0.0030
H 1.67257 -7.28782 4.11858 0.0080 0.0243 -0.0200
H 3.05868 -8.28796 4.58424 0.1482 0.1521 0.0178
O -6.22961 3.64136 -3.69888 -0.0509 0.0437 -0.1156
C -5.74043 4.49591 -4.36933 0.1187 -0.0088 0.1317
O -6.38337 5.19266 -5.33274 0.1191 -0.0195 0.0505
C -5.53451 6.28166 -5.72681 0.0145 0.1408 -0.0251
C -4.16043 5.77914 -5.33735 0.0245 0.1229 -0.2704
O -4.45921 4.89844 -4.24928 -0.0684 0.0224 -0.0147
H -5.63237 6.48388 -6.78980 -0.1371 -0.1764 -0.0156
H -5.83133 7.16998 -5.16639 0.0040 -0.0219 0.0344
H -3.68201 5.20636 -6.13289 0.0222 -0.0192 0.0249
H -3.48706 6.56419 -5.01660 0.0116 -0.0564 0.1578
O 1.56631 -7.71926 7.27047 0.0061 0.0243 -0.0576
C 1.69095 -8.89486 7.35365 -0.0452 0.1049 0.0521
O 1.08664 -9.67869 8.27563 0.0982 -0.0450 -0.0987
C 1.29584 -11.04586 7.90987 -0.0466 -0.1684 0.0284
C 2.54907 -10.96680 7.06353 0.0899 -0.1604 -0.0044
O 2.46818 -9.64255 6.52321 -0.0684 -0.1586 0.0826
H 1.41543 -11.66457 8.79497 -0.0179 0.1521 0.1023
H 0.42995 -11.39448 7.34448 0.0132 0.0259 -0.0292
H 3.46147 -11.04913 7.65600 -0.0205 0.0315 0.0316
H 2.57430 -11.70562 6.26671 -0.0133 0.1358 -0.1183